{
  "formula": "C3H8N2O",
  "method": "wB97M-V/def2-TZVPD",
  "smiles": "CN/C=N\\OC",
  "gap_ev": 9.076,
  "relative_energy_kj_mol": 568.0,
  "e_homo_ev": -8.163,
  "largest_force_ha_per_bohr": 0.0869,
  "symbols": ["C", "C", "C", "H", "H", "H", "H", "H", "H", "H", "H", "N", "N", "O"],
  "positions_angstrom": [[2.65303, -0.18152, 0.07497], [0.39269, 0.76090, -0.05284], [-2.84196, -0.22263, 0.02393], [2.76503, 0.94984, -0.09220], [3.07254, -0.66177, 1.14750], [3.26686, -0.83017, -0.67111], [0.58259, -1.27370, -0.48473], [0.80590, 1.84449, -0.07717], [-3.11562, 0.89502, -0.37749], [-3.56278, -1.10990, -0.42245], [-2.76633, -0.27141, 1.33377], [1.19465, -0.35158, -0.21351], [-0.94497, 0.89081, -0.09024], [-1.50164, -0.43838, -0.09842]],
  "mulliken_charge": [-0.583, 0.035, -0.432, 0.240, 0.196, 0.245, 0.319, 0.185, 0.238, 0.180, 0.169, -0.153, -0.435, -0.204]
}

***

{
  "formula": "C25H45NP2RuS",
  "method": "wB97M-V/def2-TZVPD",
  "gap_ev": [7.185, 3.654],
  "charge": 1,
  "relative_energy_kj_mol": 419.8,
  "e_homo_ev": [-9.091, -9.861],
  "largest_force_ha_per_bohr": 0.0854,
  "spin_multiplicity": 6,
  "symbols": ["Ru", "C", "C", "C", "C", "C", "C", "H", "H", "H", "C", "H", "H", "H", "C", "H", "H", "H", "C", "H", "H", "H", "C", "H", "H", "H", "C", "C", "C", "C", "C", "C", "C", "C", "H", "H", "H", "H", "H", "H", "H", "H", "H", "H", "H", "H", "P", "C", "H", "H", "H", "C", "H", "H", "H", "C", "H", "H", "H", "P", "C", "H", "H", "H", "C", "H", "H", "H", "C", "H", "H", "H", "S", "C", "N"],
  "positions_angstrom": [[-0.40547, -0.67921, -2.00515], [-2.01876, 1.68120, -0.19785], [-2.40102, 0.81591, -1.24053], [-1.90726, -0.44838, 0.68617], [-1.78880, 0.91538, 0.98683], [-2.20386, -0.58796, -0.78492], [-1.94632, 3.15506, -0.30318], [-1.60925, 3.46781, -1.29942], [-1.24365, 3.57735, 0.42586], [-2.91457, 3.64518, -0.13566], [-1.64409, 1.49129, 2.34771], [-1.24395, 2.50999, 2.30374], [-0.98769, 0.88488, 2.98682], [-2.64115, 1.52498, 2.81744], [-2.02202, -1.53607, 1.66927], [-3.02426, -1.62369, 2.12106], [-1.32656, -1.37714, 2.50406], [-1.78456, -2.50409, 1.21459], [-3.10711, -1.68534, -1.22289], [-4.14094, -1.33214, -1.22945], [-3.05405, -2.53087, -0.53811], [-2.88151, -2.04970, -2.22651], [-3.19259, 1.23597, -2.40625], [-4.17393, 1.63227, -2.08405], [-3.37735, 0.38638, -3.07207], [-2.69082, 2.04463, -2.96039], [1.38166, 0.23854, -2.44386], [0.22271, 1.08858, -2.65354], [-0.21692, 1.44467, -4.05474], [-1.06588, 0.31241, -4.68408], [-1.08758, -0.95118, -3.84966], [0.11189, -1.73991, -3.67139], [1.41206, -1.36479, -4.37071], [2.18544, -0.23624, -3.64336], [0.65512, 1.68297, -4.68456], [-0.70872, 0.07341, -5.69381], [-0.80903, 2.36805, -3.99606], [2.37321, 0.60924, -4.33400], [2.02205, 0.53863, -1.60322], [0.19313, 1.92553, -1.94544], [3.17206, -0.59516, -3.30108], [2.05530, -2.25704, -4.40653], [-0.03146, -2.83270, -3.62540], [1.19288, -1.08904, -5.41397], [-2.09860, 0.67276, -4.79867], [-2.01661, -1.52261, -3.95565], [1.77440, 1.83350, 0.57072], [1.56349, 2.77164, 2.11776], [2.48931, 3.34592, 2.27077], [1.37944, 2.07653, 2.95238], [0.69638, 3.44490, 1.99224], [3.48922, 1.18324, 0.62118], [4.13026, 1.96574, 1.04734], [3.80528, 0.90714, -0.39733], [3.47165, 0.28778, 1.26192], [1.97894, 3.20810, -0.62531], [2.19096, 2.79844, -1.62372], [2.80679, 3.84317, -0.28692], [1.04497, 3.78867, -0.67412], [1.01470, -2.29699, -0.07009], [-0.14055, -3.46464, -0.90214], [0.45752, -4.24143, -1.38647], [-0.73431, -2.92082, -1.66761], [-0.82927, -3.88338, -0.15837], [2.56378, -2.45147, -1.04716], [2.37503, -2.20620, -2.10116], [2.92380, -3.48204, -0.94241], [3.29151, -1.73949, -0.62768], [1.41796, -3.34290, 1.37505], [1.77613, -4.31864, 1.02282], [0.50786, -3.46230, 1.97822], [2.18078, -2.84611, 1.98570], [0.59083, -0.74808, 4.47351], [1.10062, -0.57001, 2.97038], [1.47151, -0.46058, 1.82900]],
  "mulliken_charge": [-1.470, 0.688, 1.569, -0.343, 0.375, 2.089, -1.997, 0.320, 0.324, 0.367, -1.395, 0.382, -0.034, 0.390, -1.283, 0.447, -0.023, 0.137, -1.609, 0.365, 0.510, 0.200, -1.899, 0.436, 0.335, 0.283, 1.757, 1.357, -1.691, -1.445, 0.067, -0.089, -1.275, -1.590, 0.359, 0.696, 0.523, 0.487, -1.751, 0.125, 0.462, 0.471, 0.614, 0.335, 0.468, 0.544, 1.654, -1.184, 0.517, 0.339, 0.306, -1.341, 0.537, 0.322, 0.276, -1.369, 0.314, 0.527, 0.299, 1.681, -1.168, 0.580, -0.191, 0.503, -1.019, 0.027, 0.631, 0.219, -1.480, 0.546, 0.347, 0.426, -0.271, 0.007, -0.623]
}

***

{
  "formula": "C36H68O9S",
  "method": "wB97M-V/def2-TZVPD",
  "smiles": "CCCCCCCCCCCCCCC1=CC(=O)C(COCCC)=C(S)C1=O.COCCOCCOC.COCCOCCOC",
  "gap_ev": 7.994,
  "e_homo_ev": -9.192,
  "largest_force_ha_per_bohr": 0.0654,
  "symbols": ["C", "C", "C", "C", "C", "C", "C", "C", "C", "C", "C", "C", "C", "C", "C", "C", "C", "O", "C", "C", "O", "C", "C", "C", "C", "S", "C", "O", "H", "H", "H", "H", "H", "H", "H", "H", "H", "H", "H", "H", "H", "H", "H", "H", "H", "H", "H", "H", "H", "H", "H", "H", "H", "H", "H", "H", "H", "H", "H", "H", "H", "H", "H", "H", "H", "H", "H", "H", "C", "O", "C", "C", "O", "C", "C", "O", "C", "H", "H", "H", "H", "H", "H", "H", "H", "H", "H", "H", "H", "H", "H", "C", "O", "C", "C", "O", "C", "C", "O", "C", "H", "H", "H", "H", "H", "H", "H", "H", "H", "H", "H", "H", "H", "H"],
  "positions_angstrom": [[-0.79405, -0.81431, 8.86546], [-1.15382, 0.75878, 8.92690], [-0.57207, 1.59892, 7.69160], [-1.67336, 2.55142, 7.04195], [-1.09048, 3.25539, 5.73809], [-1.96693, 4.46292, 5.16740], [-3.54172, 4.22142, 5.15625], [-4.11108, 3.54709, 3.82913], [-3.56730, 2.07023, 3.53955], [-4.73221, 0.94834, 3.63334], [-4.12164, -0.55311, 3.72140], [-2.93473, -0.61567, 2.64655], [-2.53883, -2.09878, 2.18169], [-2.64941, -2.18355, 0.59320], [-1.50352, -1.42593, -0.19490], [-0.57329, -2.20083, -0.93443], [0.54779, -1.43733, -1.76346], [0.90039, -1.96099, -2.83715], [1.09560, -0.07105, -1.20032], [2.59867, 0.43181, -1.48164], [3.34245, 0.66956, -0.27608], [4.02204, 1.93860, -0.28873], [5.01569, 2.14679, -1.53819], [4.34830, 3.31407, -2.45793], [0.17731, 0.71240, -0.45413], [0.56704, 2.32878, 0.31671], [-1.31142, 0.13427, -0.27651], [-2.21878, 0.98087, -0.25393], [-1.75677, -1.42351, 8.99227], [-0.32905, -1.12932, 7.87459], [-0.08509, -1.12354, 9.71071], [-0.74772, 1.14928, 9.91030], [-2.28670, 0.82337, 8.92907], [0.26165, 2.26635, 8.07425], [-0.16271, 0.86980, 6.91535], [-2.13813, 3.28904, 7.78646], [-2.55701, 1.90305, 6.68976], [-0.07961, 3.71258, 6.04459], [-0.84405, 2.51889, 4.90529], [-1.61429, 4.63207, 4.08634], [-1.71304, 5.42566, 5.71914], [-4.02689, 5.26183, 5.21982], [-3.94830, 3.63851, 6.03942], [-5.25893, 3.58240, 3.81215], [-3.79156, 4.22200, 2.95556], [-2.76277, 1.71996, 4.26773], [-3.10654, 2.10300, 2.48950], [-5.46408, 1.07294, 2.77741], [-5.30220, 1.15753, 4.60924], [-4.98508, -1.25325, 3.43838], [-3.79815, -0.82083, 4.77522], [-3.32325, -0.06710, 1.72162], [-2.00851, -0.13990, 3.09513], [-3.35011, -2.79685, 2.59474], [-1.52937, -2.40827, 2.59068], [-2.54650, -3.29505, 0.32257], [-3.66033, -1.83287, 0.20522], [-0.66007, -3.33099, -0.95145], [3.16367, -0.38387, -2.05796], [2.50088, 1.32500, -2.17272], [4.69262, 1.94294, 0.64374], [3.31452, 2.82899, -0.13322], [6.03836, 2.55832, -1.22785], [5.13186, 1.19260, -2.14354], [3.25804, 3.51476, -2.16041], [4.28172, 2.90240, -3.52757], [4.90540, 4.29645, -2.39787], [0.97300, 3.17594, -0.69936], [6.13506, 0.44851, -5.38163], [7.34262, 0.50536, -4.64624], [7.61427, -0.70553, -3.94905], [9.11477, -0.91780, -3.80270], [9.75031, -1.36640, -5.00034], [9.89369, -0.39947, -6.04149], [10.92210, 0.67988, -5.73208], [10.37446, 1.65304, -4.84848], [11.36442, 2.29826, -4.07244], [5.27953, 0.34070, -4.70683], [6.03411, 1.38000, -5.94002], [6.16017, -0.37920, -6.09845], [7.18000, -1.56171, -4.47729], [7.15033, -0.63247, -2.95958], [9.26869, -1.72149, -3.07677], [9.61160, -0.03436, -3.40009], [8.92864, 0.02557, -6.31857], [10.25174, -0.96205, -6.90786], [11.20209, 1.19907, -6.65632], [11.81490, 0.22045, -5.29500], [11.93920, 1.56926, -3.49421], [10.86775, 2.97795, -3.37938], [12.03425, 2.87966, -4.71574], [-5.37454, -1.05868, -4.08220], [-5.59224, -2.44232, -3.87604], [-4.95962, -2.92336, -2.69661], [-5.73682, -4.09198, -2.10657], [-6.92192, -3.70074, -1.41195], [-8.01380, -3.26086, -2.22080], [-8.67647, -4.38173, -3.00997], [-7.90294, -4.70757, -4.15997], [-8.09204, -6.04433, -4.57930], [-4.31338, -0.85810, -4.25848], [-5.94577, -0.75413, -4.95989], [-5.73250, -0.48081, -3.22320], [-4.88304, -2.12763, -1.94671], [-3.94902, -3.24613, -2.96875], [-5.10347, -4.56637, -1.35082], [-5.95274, -4.85447, -2.85579], [-7.71766, -2.43107, -2.86301], [-8.75208, -2.86774, -1.51669], [-9.66173, -4.05336, -3.36159], [-8.80015, -5.25917, -2.36645], [-7.84912, -6.74135, -3.77221], [-7.42380, -6.23805, -5.41884], [-9.12540, -6.19771, -4.90976]],
  "mulliken_charge": [-0.956, -0.347, -0.598, -0.339, -0.667, -0.667, -0.564, -0.887, 0.699, -0.946, -0.818, -0.005, -0.655, -0.772, 0.913, -0.693, 0.043, -0.587, 0.037, -0.239, -0.350, -0.238, 0.127, -0.903, 0.249, -0.240, 0.432, -0.579, 0.254, 0.285, 0.250, 0.314, 0.274, 0.271, 0.227, 0.304, 0.202, 0.511, 0.155, 0.219, 0.361, 0.316, 0.270, 0.361, 0.359, -0.273, -0.067, 0.290, 0.391, 0.375, 0.259, -0.018, 0.191, 0.353, 0.336, 0.369, 0.180, 0.335, 0.293, 0.173, 0.283, 0.081, 0.400, -0.229, 0.223, 0.203, 0.325, 0.138, -0.747, -0.237, -0.497, -0.431, -0.474, -0.286, -0.593, -0.228, -0.806, 0.194, 0.241, 0.379, 0.389, 0.345, 0.399, 0.168, 0.104, 0.406, 0.410, 0.359, 0.348, 0.231, 0.321, -0.771, -0.314, -0.410, -0.429, -0.480, -0.358, -0.581, -0.260, -0.789, 0.319, 0.250, 0.332, 0.242, 0.446, 0.451, 0.147, 0.133, 0.409, 0.423, 0.355, 0.340, 0.231, 0.325]
}

***

no.,calculated total energy (Ha)
1,-303.67577
2,-2209.61830
3,-2487.47932